Formula: C6H12N
Source: OMol25
Level of theory: ωB97M-V with the def2-TZVPD basis set

Cartesian coordinates (Å):
C -3.59 0.04 0.17
C -2.59 0.64 -0.33
C 1.03 0.84 0.11
C 0.05 -0.29 0.22
C 2.33 0.71 -0.63
C 0.43 -1.58 -0.40
N 0.75 0.31 1.49
H -4.52 0.09 -0.33
H -3.65 -0.54 1.09
H -2.11 1.08 -1.09
H 0.75 1.79 -0.06
H 2.34 1.24 -1.51
H 2.62 -0.28 -0.88
H 3.23 0.94 -0.18
H -0.27 -2.31 0.05
H 1.42 -1.80 -0.21
H 0.13 -1.51 -1.53
H 1.41 -0.32 1.93
H 0.24 0.95 2.08

Its energy above the lowest of the compared OMol25 structures with the same formula, charge and spin is 6.938 eV. For the calculated total energy, the calculation gives -290.06693 hartree. The molecular weight is 98.17 g mol⁻¹. Its highest occupied orbital energy (spin up / spin down) is -0.499 / -0.451 Eh. The calculation puts the LUMO energy (spin up / spin down) at -0.1414 / -0.1868 hartree. Its largest force on an atom is 4.69 eV/A. The total charge is +1.